C22H33F6N8O5PPdS3 as an isolated structure in a non-equilibrium geometry. Source: the OMol25 dataset; level of theory: wB97M-V/def2-TZVPD.

```
79
Properties=species:S:1:pos:R:3:mulliken_charge:R:1
Pd 2.81638 0.36633 1.66342 0.90
C 1.81131 4.55701 1.83796 -1.40
C 1.75447 3.08594 1.99438 0.25
N 2.56020 2.33657 1.24496 1.00
N 3.28939 2.99585 0.34057 -0.86
C 4.23327 2.25549 -0.34237 0.52
N 4.97718 2.89279 -1.26686 -0.35
S 4.43571 0.59037 0.09679 -0.26
C 0.95187 2.29249 2.84216 0.79
C -0.02860 2.85391 3.63475 -0.78
C -0.71561 1.97353 4.51743 -0.38
C -0.38512 0.61307 4.59502 -0.90
C 0.60867 0.14937 3.71158 -0.26
N 1.27098 0.96808 2.87542 0.04
H 2.79498 4.93535 2.15630 0.37
H 1.07472 5.05073 2.47277 0.40
H 1.75809 4.74221 0.76170 0.38
H 5.01867 3.91196 -1.27006 0.27
H 5.79415 2.37059 -1.57862 0.28
H -0.31418 3.93989 3.54185 0.26
H -1.56285 2.41021 5.10954 0.42
H -0.83717 -0.10022 5.29486 0.49
H 0.87325 -0.90572 3.60620 0.60
O -0.96975 0.90385 0.13498 -0.50
P -1.67851 0.40010 -1.06119 -0.94
N -2.28197 1.79072 -1.87041 0.50
C -1.96889 3.16091 -1.41784 -0.33
C -2.26546 4.03671 -2.63073 -0.50
C -3.36468 3.30923 -3.37099 -0.79
C -3.00309 1.81285 -3.13156 -0.37
N -0.66935 -0.42986 -2.07266 0.85
C -0.86843 -1.40562 -3.16161 -0.42
C 0.47134 -2.06996 -3.37297 -0.78
C 1.41745 -1.51530 -2.31910 0.06
C 0.76965 -0.20226 -1.92353 0.13
N -2.84516 -0.66463 -0.59546 0.45
C -4.17029 -0.92625 -1.12053 -0.51
C -4.81122 -1.89749 -0.05935 -0.68
C -3.82755 -2.13802 1.07413 -0.60
C -2.65650 -1.17867 0.80693 -0.20
H -0.95200 3.21751 -1.01160 0.12
H -2.64095 3.35444 -0.55110 0.36
H -1.40972 4.10263 -3.32556 0.30
H -2.58199 5.02138 -2.15092 0.33
H -3.40512 3.53836 -4.45499 0.37
H -4.36105 3.42882 -2.97985 0.32
H -2.26563 1.46217 -3.87563 0.28
H -3.94814 1.20156 -3.11469 0.22
H -1.29429 -0.95737 -4.07956 0.23
H -1.58355 -2.12802 -2.81421 0.33
H 0.72782 -1.90008 -4.41504 0.31
H 0.30987 -3.15527 -3.33693 0.38
H 2.44559 -1.38568 -2.67353 0.45
H 1.51350 -2.16028 -1.42600 -0.32
H 1.06030 0.59573 -2.63879 0.14
H 0.96596 0.16173 -0.87391 -0.21
H -4.08089 -1.42895 -2.10810 0.28
H -4.71262 0.02851 -1.17247 0.34
H -5.07310 -2.82449 -0.57325 0.32
H -5.74230 -1.41177 0.30519 0.29
H -3.39414 -3.14847 1.04826 0.29
H -4.29225 -2.03120 2.06655 0.37
H -1.72560 -1.71958 0.95539 0.08
H -2.62262 -0.31514 1.48120 0.27
F 5.38146 -1.78570 1.44777 -0.24
C 5.03924 -2.95151 1.99150 0.62
F 5.69458 -3.12221 3.15250 -0.18
F 5.36721 -3.87847 1.08954 -0.20
S 3.14289 -2.95732 2.29457 0.75
O 2.80443 -1.56303 2.65340 -0.59
O 3.00085 -3.84396 3.43099 -0.62
N 2.37633 -3.32720 0.95136 -0.21
S 2.13826 -4.78447 0.27638 0.89
O 2.10192 -4.58611 -1.12266 -0.59
O 2.72410 -5.97241 0.75158 -0.59
C 0.31622 -4.98963 0.65689 0.57
F -0.30886 -5.92530 -0.05684 -0.20
F -0.40792 -3.79822 0.51979 -0.21
F 0.23488 -5.33311 1.93490 -0.22
```

Properties
E_HOMO (spin up / spin down): -0.5167 / -0.5296 hartree
total charge: +2
orbital gap (spin up / spin down): 0.2469 / 0.1885 Eh
E_LUMO (spin up / spin down): -7.34 / -9.28 eV
<S²>: 6.05
2S+1: 5